Computed, not measured: a cluster of 2 separate species, C3H4INO in total in a non-equilibrium geometry, with ωB97M-V/def2-TZVPD.

The calculation puts the LUMO energy at -0.77 eV. The energy above the lowest of the compared OMol25 structures with the same formula, charge and spin is 218.65 kJ/mol. The calculated total energy comes out at -14811.1471 eV. The HOMO energy is -9.541 eV. The structure (SMILES) is O=C=NI.C=C. The HOMO-LUMO gap comes out at 0.3225 Eh.

```
! RIJCOSX wB97M-V def2-TZVPD def2/J DEFGRID3
* xyz 0 1
C -1.8003 -0.9127 -0.6642
C 1.3939 0.9430 -0.0762
C 0.2125 0.7126 0.5124
N -0.8156 -1.2982 -0.1165
O -2.8106 -0.3559 -0.9396
I 0.8050 -2.3871 0.0039
H 2.2322 0.4753 0.3979
H 1.4078 1.6285 -0.8365
H 0.1970 -0.0171 1.2587
H -0.8219 1.2116 0.4601
*
```



Computed, not measured: a structure of composition C34H29NO4P2Zr, with ωB97M-V/def2-TZVPD.

The calculation puts the LUMO energy at -7.65 eV. The energy above the lowest of the compared OMol25 structures with the same formula, charge and spin is 0.00 kJ/mol. The calculated total energy comes out at -65252.7839 eV. The HOMO energy is -13.849 eV. The HOMO-LUMO gap comes out at 0.2277 Eh.

```
! RIJCOSX wB97M-V def2-TZVPD def2/J DEFGRID3
* xyz 2 1
Zr 0.3550 -0.5901 0.8361
C 0.7620 -1.2908 -2.9551
C -0.7467 -1.4931 -2.7465
P -1.2057 -1.7837 -1.0041
C -2.9440 -1.4054 -0.7652
C -3.9208 -2.3950 -0.8662
C -5.2557 -2.0512 -0.7189
C -5.6134 -0.7316 -0.4758
C -4.6410 0.2560 -0.3814
C -3.3044 -0.0781 -0.5234
C -0.9038 -3.4996 -0.5354
C -1.3097 -3.8800 0.7495
C -0.9952 -5.1415 1.2329
C -0.2640 -6.0226 0.4439
C 0.1344 -5.6497 -0.8335
C -0.1826 -4.3898 -1.3272
C 1.2898 0.0360 -2.3854
P 3.0456 0.1678 -1.7414
C 2.7986 -0.8128 -0.1629
C 2.9047 -0.1182 1.0582
C 2.5881 -0.7429 2.2753
C 2.1726 -2.0805 2.2879
C 2.0988 -2.7961 1.0912
C 2.4167 -2.1659 -0.1190
C 3.9240 -1.0565 -2.7626
C 4.8427 -1.9534 -2.2193
C 5.5917 -2.7773 -3.0478
C 5.4406 -2.7024 -4.4244
C 4.5499 -1.7907 -4.9746
C 3.8009 -0.9664 -4.1500
H 0.9651 -1.3097 -4.0251
H 1.3104 -2.1442 -2.5579
H -1.1366 -2.3239 -3.3398
H -1.3074 -0.6055 -3.0510
H -3.6472 -3.4255 -1.0563
H -6.0179 -2.8143 -0.7971
H -6.6566 -0.4700 -0.3609
H -4.9233 1.2838 -0.1980
H -2.5510 0.7013 -0.4627
H -1.9209 -3.2092 1.3472
H -1.3378 -5.4472 2.2129
H -0.0235 -7.0090 0.8172
H 0.6793 -6.3473 -1.4554
H 0.1200 -4.1235 -2.3323
H 0.6381 0.4441 -1.5924
H 1.2102 0.8211 -3.1424
H 3.2051 0.9241 1.0472
H 2.6640 -0.1929 3.2051
H 1.9301 -2.5570 3.2289
H 1.7843 -3.8333 1.0935
H 2.3914 -2.7441 -1.0319
H 5.0049 -2.0032 -1.1483
H 6.3052 -3.4666 -2.6166
H 6.0297 -3.3399 -5.0694
H 4.4479 -1.7114 -6.0485
H 3.1350 -0.2380 -4.5999
O -3.7378 0.0419 5.3890
C -2.7978 0.4251 6.2394
O -2.6622 0.7807 7.3519
C -2.2625 0.0792 4.9165
C -1.6901 -1.2400 4.6304
C -1.0030 -1.4668 3.5104
N -0.7614 -0.4899 2.5278
C -1.2968 0.7963 2.8107
C -1.9941 1.1035 3.9041
C -0.9728 1.8257 1.7816
O -1.3180 2.9491 1.7406
O -0.1518 1.2448 0.7875
H -1.8380 -2.0391 5.3436
H -0.5994 -2.4501 3.3016
H -2.3546 2.1152 4.0387
*
```



Computed, not measured: the molecule C4H7N3S in a non-equilibrium geometry, with ωB97M-V/def2-TZVPD.

The calculation puts the LUMO energy (alpha / beta) at 0.83 / -1.77 eV. The energy above the lowest of the compared OMol25 structures with the same formula, charge and spin is 466.38 kJ/mol. The calculated total energy comes out at -19558.1681 eV. The HOMO energy (alpha / beta) is -4.703 / -8.237 eV. The HOMO-LUMO gap (alpha / beta) comes out at 0.2033 / 0.2378 Eh.

```
! RIJCOSX wB97M-V def2-TZVPD def2/J DEFGRID3
* xyz 0 3
C -0.1732 -1.9357 -0.5933
C 1.5405 -0.0621 -0.0474
C -0.9392 -0.8959 -0.4025
C -2.0287 0.1418 -0.3414
N 0.4227 -0.8650 0.2353
N 2.7781 -0.3789 -0.0251
N -2.0177 0.9690 0.8420
S 3.9394 0.7041 0.2744
H -0.1219 -3.0832 -0.6520
H 1.1637 0.9699 0.0128
H -1.8469 0.6424 -1.2291
H -3.0530 -0.3563 -0.5909
H -1.2960 1.8182 0.7342
H -1.7492 0.4181 1.6419
H 3.3814 1.9134 0.1412
*
```



Computed, not measured: the molecule CH2F2N2 in a non-equilibrium geometry, with ωB97M-V/def2-TZVPD.

The calculation puts the LUMO energy at 0.63 eV. The energy above the lowest of the compared OMol25 structures with the same formula, charge and spin is 139.08 kJ/mol. The calculated total energy comes out at -9482.1750 eV. The HOMO energy is -9.377 eV. The structure (SMILES) is N/C(F)=N/F. The HOMO-LUMO gap comes out at 0.3679 Eh.

```
! RIJCOSX wB97M-V def2-TZVPD def2/J DEFGRID3
* xyz 0 1
C 0.0702 0.2113 0.0011
N 0.1033 0.5289 1.3539
N -0.5021 -0.8516 -0.5648
F 0.6679 1.0256 -0.8705
F 0.6999 1.7535 1.5740
H -0.8375 -1.6043 0.0127
H -0.2017 -1.0634 -1.5066
*
```



Computed, not measured: a cluster of 3 separate species, C4H10NOP in total in a non-equilibrium geometry, with ωB97M-V/def2-TZVPD.

The calculation puts the LUMO energy at 0.36 eV. The energy above the lowest of the compared OMol25 structures with the same formula, charge and spin is 291.38 kJ/mol. The calculated total energy comes out at -17133.9484 eV. The HOMO energy is -8.907 eV. The structure (SMILES) is C=PC.CC#N.O. The HOMO-LUMO gap comes out at 0.3404 Eh.

```
! RIJCOSX wB97M-V def2-TZVPD def2/J DEFGRID3
* xyz 0 1
C 0.5830 3.9878 2.1682
C -0.9987 -2.9069 -0.4411
C -1.4448 -3.4886 -1.7045
C -0.2501 1.4356 1.7512
N -0.6029 -2.1819 0.3465
O -0.7230 0.1542 -2.0034
P -0.0921 3.1154 0.8859
H 0.5899 5.0098 2.1341
H 1.0277 3.6303 3.0609
H -0.2846 -0.6356 -1.5747
H -1.8839 -2.6581 -2.1567
H -0.7523 -4.0972 -2.2108
H -2.2491 -4.1620 -1.4606
H -1.0812 0.8192 1.3888
H 0.6340 1.0531 1.2344
H -0.3653 1.3322 2.8279
H -0.3443 0.9004 -1.6490
*
```



Computed, not measured: a structure of composition C24H34BrN5O4RuS, with ωB97M-V/def2-TZVPD.

The calculation puts the LUMO energy (alpha / beta) at -8.58 / -10.66 eV. The calculated total energy comes out at -124515.0488 eV. The HOMO energy (alpha / beta) is -17.095 / -17.089 eV. The HOMO-LUMO gap (alpha / beta) comes out at 0.3130 / 0.2363 Eh.

```
! RIJCOSX wB97M-V def2-TZVPD def2/J DEFGRID3
* xyz 3 6
Ru -0.0407 -0.6769 -0.1264
C 4.4011 -2.7380 -0.5943
N 3.2841 -3.3808 0.1133
C 3.6223 -4.5767 0.9026
C 2.0768 -2.8717 0.0762
O 1.7798 -1.8434 -0.5939
C 1.0028 -3.5504 0.9082
O -0.2558 -2.8793 0.7711
C -1.2874 -3.6049 0.0891
C -1.3198 -3.1970 -1.3747
O -0.8072 -2.0777 -1.6727
N -1.8865 -3.9756 -2.2576
C -1.9199 -3.6053 -3.6811
C -2.5626 -5.2405 -1.9309
H 4.7955 -3.4200 -1.3454
H 4.0639 -1.8289 -1.0762
H 5.1897 -2.5080 0.1216
H 4.5310 -5.0076 0.4946
H 3.8025 -4.3208 1.9474
H 2.8439 -5.3342 0.8473
H 0.8979 -4.5959 0.6246
H 1.2865 -3.5132 1.9596
H -1.1418 -4.6713 0.2280
H -2.2307 -3.3188 0.5538
H -1.2727 -2.7577 -3.8656
H -1.5834 -4.4572 -4.2686
H -2.9408 -3.3609 -3.9716
H -2.7855 -5.3269 -0.8725
H -3.5056 -5.2725 -2.4712
H -1.9560 -6.0871 -2.2502
Br 4.4039 3.5806 2.9460
C 3.2892 2.4189 2.0144
C 2.5019 1.5031 2.7045
C 1.6736 0.6799 1.9762
N 1.6006 0.7227 0.6296
C 2.3826 1.5932 -0.0260
C 3.2344 2.4588 0.6261
H 2.5379 1.4356 3.7835
H 1.0386 -0.0344 2.4882
H 2.3309 1.5739 -1.1082
H 3.8533 3.1448 0.0641
C -2.4758 4.7186 -3.7858
C -1.7358 3.3959 -3.9716
C -0.4377 3.3235 -3.1733
N -0.6536 3.3284 -1.7060
C -1.0117 2.3225 -0.9640
S -1.3188 0.7677 -1.6543
N -1.2380 2.6093 0.3672
C -1.3566 1.7365 1.4303
O -1.3166 0.5043 1.2663
C -1.5602 2.3477 2.7382
C -1.0677 3.6239 3.0447
C -1.2813 4.1553 4.3014
C -2.0053 3.4342 5.2446
C -2.4916 2.1655 4.9461
C -2.2543 1.6111 3.7029
H -3.3667 4.7464 -4.4108
H -1.8506 5.5657 -4.0760
H -2.7972 4.8702 -2.7515
H -1.4719 3.2487 -5.0192
H -2.3820 2.5586 -3.6967
H 0.1676 4.2039 -3.3835
H 0.1360 2.4334 -3.4224
H -0.5752 4.2363 -1.2626
H -1.3325 3.5843 0.6209
H -0.4784 4.1899 2.3290
H -0.8879 5.1326 4.5480
H -2.1896 3.8653 6.2206
H -3.0632 1.6148 5.6807
H -2.6318 0.6277 3.4544
*
```